DFT (ωB97M-V/def2-TZVPD) results for a 12-piece molecular cluster, C45H123N9O12 overall.

Last column: Mulliken charge in e.
Cartesian coordinates (Å):
C1 -0.877 1.703 -7.415  -0.87
O1 -1.161 0.720 -6.404  -0.33
C2 -2.438 0.984 -5.863  -0.94
C3 -2.712 -0.052 -4.751  2.24
C4 -2.740 -1.465 -5.340  -1.63
N1 -3.957 0.213 -4.059  -0.42
H1 -1.524 1.561 -8.285  0.36
H2 0.155 1.576 -7.721  0.26
H3 -1.126 2.710 -7.054  0.28
H4 -2.419 2.021 -5.502  0.18
H5 -3.195 0.862 -6.633  0.61
H6 -1.861 0.025 -4.054  -1.27
H7 -3.028 -2.269 -4.660  0.19
H8 -1.696 -1.647 -5.704  0.30
H9 -3.327 -1.499 -6.270  0.48
H10 -4.047 1.186 -3.680  0.24
H11 -4.741 -0.096 -4.598  0.26
C5 4.575 -0.024 4.373  -0.59
O2 3.925 -0.963 3.523  -0.40
C6 3.814 -0.473 2.235  0.21
C7 3.310 -1.533 1.312  0.97
C8 4.306 -2.688 1.100  -1.68
N2 2.986 -0.937 0.019  -0.06
H12 3.962 0.914 4.397  0.05
H13 5.589 0.216 3.996  0.35
H14 4.672 -0.515 5.316  0.29
H15 3.006 0.312 2.067  -0.49
H16 4.795 -0.031 1.971  0.65
H17 2.417 -1.953 1.771  -0.30
H18 4.417 -3.399 1.902  0.36
H19 5.277 -2.218 0.877  0.37
H20 4.067 -3.232 0.176  0.42
H21 2.687 -1.670 -0.647  -0.10
H22 2.188 -0.282 0.046  -0.55
C9 2.121 1.928 6.971  -1.16
O3 1.601 1.590 5.725  0.08
C10 1.290 2.788 4.955  -1.37
C11 1.335 2.462 3.511  1.51
C12 1.251 3.769 2.685  -0.93
N3 0.346 1.532 3.061  1.71
H23 3.023 2.496 6.886  0.44
H24 2.420 1.006 7.439  0.28
H25 1.457 2.509 7.597  0.36
H26 0.291 3.226 5.194  0.11
H27 2.054 3.574 5.199  0.60
H28 2.325 2.045 3.314  -0.56
H29 1.905 4.503 3.167  0.65
H30 0.203 4.145 2.575  -0.20
H31 1.663 3.653 1.711  -0.12
H32 -0.580 1.991 3.102  -0.67
H33 0.389 0.767 3.686  -0.93
C13 -2.548 4.621 3.377  -1.01
O4 -2.466 3.249 3.446  0.07
C14 -3.306 2.720 4.468  -1.58
C15 -3.076 1.217 4.610  1.99
C16 -3.353 0.503 3.303  -1.09
N4 -3.840 0.867 5.777  -0.73
H34 -3.537 5.031 3.223  0.30
H35 -1.946 4.911 2.537  0.14
H36 -2.178 5.101 4.282  0.42
H37 -3.080 3.262 5.380  0.50
H38 -4.325 2.984 4.131  0.38
H39 -2.084 0.974 4.920  -0.68
H40 -2.988 -0.511 3.351  0.24
H41 -2.831 1.037 2.539  0.06
H42 -4.407 0.504 3.079  0.48
H43 -3.651 -0.070 6.120  0.23
H44 -4.852 0.827 5.595  0.30
C17 -1.283 3.953 -0.135  0.06
O5 -1.625 3.787 -1.494  -0.26
C18 -0.988 4.686 -2.405  -0.57
C19 -0.860 3.973 -3.776  0.44
C20 0.144 2.824 -3.654  0.99
N5 -0.593 4.821 -4.960  -0.54
H45 -0.233 4.214 -0.046  0.19
H46 -1.500 3.006 0.359  -0.29
H47 -1.823 4.786 0.373  0.24
H48 -1.505 5.610 -2.509  0.38
H49 0.007 4.879 -2.144  -0.03
H50 -1.843 3.510 -3.854  0.18
H51 0.045 2.340 -2.698  -0.78
H52 1.175 3.152 -3.822  0.17
H53 -0.019 2.060 -4.426  -0.34
H54 -1.171 5.617 -5.116  0.25
H55 0.365 5.156 -4.999  0.20
C21 2.979 2.609 -0.777  0.18
O6 3.540 3.433 -1.789  -0.40
C22 3.077 4.740 -1.752  -0.28
C23 4.189 5.630 -2.370  0.85
C24 5.530 5.506 -1.643  -1.65
N6 3.697 6.990 -2.401  -0.69
H56 3.502 2.825 0.205  0.23
H57 3.130 1.572 -0.988  -0.32
H58 1.888 2.818 -0.692  -0.06
H59 2.115 4.735 -2.287  -0.60
H60 2.894 5.118 -0.712  0.42
H61 4.386 5.269 -3.410  0.24
H62 6.385 6.035 -2.168  0.40
H63 5.855 4.447 -1.611  0.29
H64 5.510 5.950 -0.677  0.44
H65 2.924 7.004 -3.014  0.21
H66 4.425 7.643 -2.630  0.26
C25 -1.434 -3.190 7.721  -0.76
O7 -0.178 -2.597 7.509  -0.42
C26 0.175 -2.748 6.167  -1.19
C27 -0.696 -1.793 5.290  0.72
C28 -0.129 -1.829 3.901  -1.58
N7 -0.673 -0.456 5.836  -0.07
H67 -1.699 -4.024 7.100  0.35
H68 -2.213 -2.478 7.543  0.24
H69 -1.548 -3.510 8.783  0.27
H70 1.192 -2.398 6.044  0.33
H71 0.121 -3.769 5.814  0.61
H72 -1.723 -2.110 5.305  0.71
H73 0.112 -2.821 3.536  0.68
H74 0.840 -1.326 3.908  -0.04
H75 -0.702 -1.306 3.122  -0.09
H76 -0.921 -0.473 6.840  0.36
H77 0.306 -0.138 5.822  -0.16
C29 -1.504 -8.369 1.187  -0.82
O8 -1.024 -7.131 0.794  -0.24
C30 -0.713 -7.144 -0.576  -0.79
C31 -0.360 -5.821 -1.088  0.87
C32 -1.651 -5.008 -1.196  -0.97
N8 0.335 -5.828 -2.381  -0.68
H78 -2.361 -8.703 0.571  0.33
H79 -1.884 -8.233 2.202  0.22
H80 -0.713 -9.098 1.132  0.34
H81 0.146 -7.829 -0.757  0.39
H82 -1.618 -7.512 -1.088  0.30
H83 0.333 -5.304 -0.413  0.05
H84 -2.105 -4.988 -0.196  0.34
H85 -2.286 -5.473 -2.005  0.31
H86 -1.487 -3.972 -1.480  -0.12
H87 -0.240 -6.117 -3.123  0.20
H88 1.138 -6.392 -2.336  0.23
C33 -5.947 -4.571 1.964  -0.88
O9 -4.863 -3.904 1.331  -0.20
C34 -5.154 -3.628 -0.021  -0.96
C35 -4.200 -2.503 -0.462  2.34
C36 -4.714 -1.196 0.132  -1.51
N9 -4.271 -2.447 -1.891  -0.57
H89 -5.642 -4.814 2.984  0.22
H90 -6.180 -5.512 1.451  0.32
H91 -6.843 -3.932 1.963  0.34
H92 -5.053 -4.479 -0.720  0.34
H93 -6.198 -3.264 -0.011  0.46
H94 -3.171 -2.775 -0.064  -1.00
H95 -4.811 -1.171 1.247  0.15
H96 -5.724 -1.112 -0.306  0.50
H97 -4.151 -0.286 -0.182  0.28
H98 -4.029 -1.537 -2.256  -0.11
H99 -3.668 -3.085 -2.362  0.36
C37 -1.149 0.313 -1.521  -0.21
C38 -0.811 0.146 -0.014  0.13
C39 -0.364 -1.254 0.296  0.77
O10 0.361 0.977 0.218  2.92
H100 -0.197 0.030 -1.968  0.00
H101 -1.398 1.333 -1.736  0.18
H102 -1.973 -0.358 -1.821  -0.22
H103 -1.549 0.524 0.647  -0.16
H104 -1.191 -1.961 0.559  0.06
H105 0.298 -1.198 1.169  -0.81
H106 0.196 -1.676 -0.561  -0.85
H107 0.477 1.146 1.184  -1.29
C40 3.115 -2.808 -3.673  -1.86
C41 1.736 -2.284 -3.201  1.55
C42 0.687 -2.280 -4.288  -1.29
O11 1.291 -3.023 -2.121  -0.05
H108 3.696 -2.755 -2.794  0.39
H109 3.516 -2.267 -4.521  0.35
H110 2.966 -3.851 -3.988  0.36
H111 1.898 -1.270 -2.834  -0.11
H112 0.604 -3.231 -4.792  0.48
H113 0.930 -1.487 -5.023  0.44
H114 -0.307 -2.035 -3.900  -0.06
H115 1.054 -3.920 -2.410  -0.01
C43 4.959 0.705 -3.736  -1.26
C44 4.153 1.442 -4.864  0.45
C45 2.935 0.712 -5.384  -0.23
O12 3.750 2.773 -4.415  -0.50
H116 4.334 0.415 -2.872  0.07
H117 5.671 1.442 -3.400  0.40
H118 5.452 -0.196 -4.083  0.47
H119 4.821 1.581 -5.720  0.29
H120 3.207 -0.215 -5.913  0.49
H121 2.374 1.314 -6.130  0.19
H122 2.260 0.559 -4.560  -0.51
H123 3.732 2.795 -3.456  0.31

Computed properties:
frontier orbital gap = 9.3 eV
E_LUMO = 0.6 eV
energy above the lowest of the compared OMol25 structures with the same formula, charge and spin = 0.181 eV

---

DFT (ωB97M-V/def2-TZVPD) results for a 2-piece molecular cluster, C2H2Cl3NS overall.

Last column: Mulliken charge in e.
Cartesian coordinates (Å):
S1 -1.566 0.803 -1.155  -0.09
C1 0.086 1.285 -0.472  0.22
Cl1 0.549 2.946 -0.829  -0.11
Cl2 1.366 0.168 -0.963  -0.10
Cl3 -0.067 1.295 1.347  -0.12
H1 -1.136 -0.213 -1.820  0.16
C2 0.233 -2.120 1.325  0.07
N1 -0.493 -1.797 0.526  -0.27
H2 1.027 -2.367 2.042  0.25

Computed properties:
frontier orbital gap = 10.1 eV
E_LUMO = 0.4 eV
energy above the lowest of the compared OMol25 structures with the same formula, charge and spin = 1.007 eV

---

DFT (ωB97M-V/def2-TZVPD) results for a 2-piece molecular cluster, C4H12 overall.

Last column: Mulliken charge in e.
Cartesian coordinates (Å):
C1 1.665 0.234 -1.237  -0.65
C2 0.592 1.304 -1.426  -0.94
H1 1.131 -0.700 -0.979  0.10
H2 2.266 -0.020 -2.104  0.36
H3 2.279 0.397 -0.307  0.24
H4 -0.453 1.070 -1.646  0.33
H5 0.957 1.903 -2.247  0.28
H6 0.338 1.766 -0.451  0.31
C3 -0.920 -1.499 1.373  -0.76
C4 -1.386 -0.090 1.176  -0.44
H7 -1.715 -2.010 2.061  0.24
H8 -0.528 -2.112 0.525  0.30
H9 0.051 -1.277 1.943  0.20
H10 -0.639 0.454 0.592  -0.23
H11 -2.274 0.166 0.585  0.34
H12 -1.364 0.415 2.141  0.31

Computed properties:
frontier orbital gap = 12.2 eV
E_LUMO = 1.1 eV
energy above the lowest of the compared OMol25 structures with the same formula, charge and spin = 1.136 eV

---

| no. | largest force on an atom (eV Å⁻¹) | HOMO energy (eV) | electronic energy (eV) |
| --- | --- | --- | --- |
| 1 | 2.47 | -8.637 | -86635.9989 |
| 2 | 3.50 | -9.697 | -51997.4664 |
| 3 | 2.74 | -11.077 | -4341.3924 |